1.
Density functional theory data (ωB97M-V with the def2-TZVPD basis set) for a cluster of 11 separate species, C25H72N8O11 in total.

Properties
Energy above the lowest of the compared OMol25 structures with the same formula, charge and spin (kJ/mol): 494.8
LUMO level (eV): 0.31
Orbital gap (eV): 9.837
SMILES: NC(N)=O.NC(N)=O.NC(N)=O.NC(N)=O.CC(C)O.CC(C)O.CC(C)O.CC(C)O.CC(C)O.CC(C)O.CC(C)O
2S+1: 1

Atoms and positions in Å:
N -4.21 1.00 -2.37
C -4.21 -0.14 -1.82
N -5.28 -0.89 -2.17
O -3.30 -0.50 -1.14
H -4.99 1.41 -2.87
H -3.38 1.52 -2.11
H -5.37 -1.90 -2.13
H -5.93 -0.44 -2.79
N 2.20 2.14 -1.04
C 1.41 3.20 -1.20
N 2.13 4.20 -1.57
O 0.20 3.31 -1.05
H 1.77 1.25 -0.80
H 3.16 2.15 -1.33
H 1.60 5.04 -1.72
H 3.09 4.09 -1.84
N -2.95 -3.17 -1.39
C -3.87 -4.07 -1.77
N -3.36 -5.28 -1.80
O -5.00 -3.81 -2.11
H -2.17 -3.59 -0.91
H -3.13 -2.18 -1.44
H -2.38 -5.50 -1.67
H -4.00 -6.04 -1.97
N -0.66 0.54 -0.95
C -0.02 -0.27 -0.12
N -0.55 -1.48 -0.24
O 0.92 -0.08 0.62
H -0.36 1.50 -0.86
H -1.61 0.23 -1.05
H -1.19 -1.61 -1.01
H -0.30 -2.25 0.36
C 4.27 -1.97 0.31
C 4.95 -0.69 0.88
C 4.44 -0.42 2.35
O 6.32 -0.84 0.98
H 3.23 -1.82 0.03
H 4.36 -2.73 1.08
H 4.84 -2.14 -0.61
H 4.76 0.26 0.38
H 5.00 0.39 2.83
H 4.64 -1.27 3.00
H 3.37 -0.20 2.43
H 6.48 -1.27 1.83
C 0.79 -3.83 -2.05
C 0.38 -5.22 -1.48
C 1.50 -5.93 -0.78
O -0.74 -5.15 -0.59
H 0.07 -3.46 -2.79
H 1.71 -3.94 -2.62
H 1.02 -3.10 -1.28
H 0.23 -5.86 -2.35
H 1.07 -6.72 -0.17
H 2.04 -5.20 -0.17
H 2.33 -6.30 -1.38
H -0.80 -5.95 -0.06
C -3.54 4.36 -0.71
C -3.16 4.45 -2.20
C -2.17 5.49 -2.52
O -2.45 3.29 -2.51
H -2.80 3.76 -0.17
H -4.52 3.92 -0.55
H -3.48 5.29 -0.14
H -4.01 4.63 -2.85
H -1.34 5.43 -1.82
H -2.65 6.42 -2.22
H -1.88 5.50 -3.58
H -1.65 3.35 -1.99
C -0.50 -0.34 5.34
C 0.66 0.59 5.12
C 0.87 0.74 3.59
O 0.42 1.91 5.60
H -0.14 -1.36 5.21
H -1.43 -0.17 4.81
H -0.68 -0.19 6.40
H 1.49 0.16 5.69
H -0.10 0.92 3.13
H 1.16 -0.28 3.31
H 1.74 1.34 3.31
H -0.32 2.15 5.04
C -0.01 3.03 -5.10
C 0.16 1.50 -5.44
C -0.17 0.61 -4.20
O -0.72 1.18 -6.50
H -1.01 3.22 -4.73
H 0.32 3.70 -5.89
H 0.47 3.36 -4.17
H 1.21 1.40 -5.72
H 0.04 -0.45 -4.36
H -1.21 0.63 -3.90
H 0.28 0.92 -3.25
H -0.77 0.22 -6.56
C -1.50 5.74 2.05
C 0.04 5.48 2.09
C 0.36 4.02 2.10
O 0.60 6.12 1.00
H -1.84 6.69 1.63
H -1.95 5.87 3.04
H -2.08 5.02 1.46
H 0.32 6.09 2.95
H 0.25 3.67 3.13
H 1.44 3.87 2.04
H -0.26 3.41 1.45
H 0.19 5.73 0.23
C 0.87 -4.42 2.89
C 1.52 -4.88 4.23
C 2.88 -5.52 4.03
O 1.68 -3.91 5.22
H 1.10 -5.12 2.08
H 1.13 -3.38 2.71
H -0.21 -4.34 3.03
H 0.79 -5.55 4.67
H 2.87 -6.26 3.23
H 3.20 -6.01 4.95
H 3.54 -4.69 3.78
H 2.43 -3.32 5.09


2.
Density functional theory data (ωB97M-V with the def2-TZVPD basis set) for a structure of composition C37H110N6O15.

Properties
Energy above the lowest of the compared OMol25 structures with the same formula, charge and spin (kJ/mol): 6339.8
LUMO level (eV): 0.34
Orbital gap (eV): 5.518
2S+1: 1

Atoms and positions in Å:
C 1.50 -5.05 -2.52
C 0.59 -3.83 -2.09
C 0.22 -3.91 -0.60
O 1.09 -2.54 -2.37
H 2.45 -5.23 -2.02
H 1.64 -5.26 -3.58
H 0.98 -6.00 -2.37
H -0.35 -3.89 -2.64
H -0.11 -4.94 -0.46
H -0.67 -3.41 -0.23
H 0.92 -3.57 0.17
H 0.84 -1.97 -1.65
C 0.92 -0.25 -4.13
C 2.28 -0.61 -3.64
C 3.42 0.20 -4.27
O 2.40 -0.27 -2.25
H 0.13 -0.48 -3.42
H 0.69 -0.61 -5.13
H 0.93 0.80 -4.41
H 2.39 -1.70 -3.61
H 3.38 1.25 -3.99
H 3.41 0.10 -5.36
H 4.38 -0.25 -4.04
H 1.83 -0.84 -1.72
C -3.51 1.95 -0.09
C -3.35 2.97 -1.16
C -2.06 2.80 -1.97
O -0.98 2.78 -1.06
C 0.20 2.49 -1.73
N -4.47 2.91 -2.11
H -2.59 1.95 0.50
H -3.56 0.94 -0.50
H -4.35 1.99 0.60
H -3.25 3.96 -0.72
H -2.04 3.63 -2.67
H -2.17 1.95 -2.65
H 0.52 3.27 -2.42
H 0.21 1.50 -2.18
H 1.01 2.48 -0.99
H -5.36 3.17 -1.70
H -4.55 1.91 -2.21
C 0.77 -1.67 1.18
C 1.13 -0.30 0.61
C 0.34 0.08 -0.67
O 0.43 -1.02 -1.70
C -0.87 -1.03 -2.43
N 0.83 0.62 1.64
H -0.30 -1.62 1.37
H 1.40 -1.90 2.04
H 0.98 -2.46 0.45
H 2.13 -0.32 0.19
H 0.70 1.03 -1.06
H -0.68 0.31 -0.38
H -1.70 -0.90 -1.73
H -1.07 -1.81 -3.16
H -0.86 -0.10 -3.00
H 1.18 0.39 2.56
H 1.05 1.57 1.35
C -3.53 -0.87 -5.41
C -2.17 -1.60 -5.05
C -1.83 -2.92 -5.80
O -0.57 -3.44 -5.43
C -0.36 -3.70 -4.12
N -1.09 -0.64 -5.26
H -4.42 -1.50 -5.39
H -3.41 -0.48 -6.42
H -3.75 -0.14 -4.63
H -2.02 -1.81 -4.00
H -1.69 -2.69 -6.86
H -2.63 -3.64 -5.65
H -0.21 -2.86 -3.44
H 0.51 -4.33 -3.96
H -1.29 -4.08 -3.71
H -1.14 -0.33 -6.22
H -0.30 -1.26 -5.27
C 0.80 2.54 2.50
C 1.19 2.51 3.99
C 2.11 3.54 4.67
O 3.34 3.38 3.95
C 4.21 4.44 4.30
N -0.09 2.46 4.78
H 1.72 2.23 2.00
H 0.59 3.53 2.09
H 0.03 1.83 2.20
H 1.70 1.57 4.15
H 2.26 3.47 5.75
H 1.56 4.45 4.43
H 5.10 4.25 3.70
H 4.54 4.39 5.34
H 3.87 5.46 4.11
H -0.02 2.41 5.79
H -0.39 1.51 4.59
C -3.61 1.33 5.39
C -2.11 1.52 5.56
C -1.35 0.57 4.61
O -0.01 0.40 5.08
C 0.89 -0.12 4.13
N -1.88 2.87 5.18
H -3.83 0.31 5.69
H -3.96 1.52 4.38
H -4.26 2.02 5.95
H -1.84 1.28 6.59
H -1.36 0.97 3.60
H -1.70 -0.46 4.51
H 1.37 0.52 3.38
H 0.46 -1.02 3.69
H 1.77 -0.47 4.68
H -0.87 2.92 5.22
H -2.15 2.94 4.21
C 5.74 -0.55 2.59
C 4.27 -0.96 2.32
C 3.23 -0.80 3.46
O 1.95 -1.24 3.07
C 1.73 -2.52 3.50
N 3.80 -0.35 1.14
H 6.14 -1.04 3.48
H 5.71 0.51 2.81
H 6.43 -0.78 1.78
H 4.36 -2.03 2.09
H 3.28 0.27 3.63
H 3.47 -1.30 4.40
H 0.68 -2.74 3.27
H 1.80 -2.50 4.59
H 2.43 -3.26 3.11
H 2.88 -0.75 0.99
H 4.40 -0.52 0.34
C -2.22 0.30 1.51
O -1.12 1.14 1.78
H -1.84 0.04 0.52
H -2.30 -0.65 2.05
H -3.13 0.90 1.48
H -0.28 0.76 1.49
C -4.27 -0.61 -2.46
O -2.89 -0.61 -2.40
H -4.76 -0.65 -1.49
H -4.55 0.34 -2.93
H -4.47 -1.43 -3.15
H -2.42 0.04 -2.92
C -1.78 -2.60 2.33
O -2.26 -2.16 3.54
H -0.83 -2.08 2.23
H -1.55 -3.65 2.50
H -2.45 -2.32 1.51
H -3.17 -1.87 3.48
C 2.41 2.04 -1.21
O 1.97 2.08 -2.58
H 2.12 1.07 -0.81
H 3.49 2.09 -1.05
H 2.10 2.96 -0.71
H 2.19 1.25 -3.02
C -3.60 -1.65 0.01
O -2.91 -2.27 -1.05
H -3.07 -0.86 0.55
H -4.57 -1.26 -0.30
H -3.81 -2.33 0.83
H -2.92 -1.63 -1.76
C 3.65 2.24 1.59
O 2.66 1.41 0.99
H 3.87 1.73 2.53
H 4.54 2.44 1.00
H 3.09 3.05 2.06
H 3.01 0.52 0.97
C -1.42 1.52 -4.26
O -1.98 0.31 -3.70
H -1.07 1.41 -5.29
H -2.24 2.23 -4.25
H -0.63 1.70 -3.53
H -1.53 -0.45 -4.06


3.
Density functional theory data (ωB97M-V with the def2-TZVPD basis set) for a cluster of 2 separate species, C5H12NP in total.

Properties
Energy above the lowest of the compared OMol25 structures with the same formula, charge and spin (kJ/mol): 283.6
LUMO level (alpha / beta) (eV): -0.06 / -0.05
Orbital gap (alpha / beta) (eV): 6.796 / 6.806
2S+1: 1

Atoms and positions in Å:
C 0.64 0.46 0.75
C 0.73 -0.37 -0.30
C 0.72 1.99 0.75
C 0.48 -1.78 0.14
C 1.00 -0.03 -1.76
N -2.79 -0.17 0.76
P -2.37 0.14 -0.78
H 0.43 -0.02 1.62
H 1.26 2.22 -0.14
H 1.25 2.43 1.55
H -0.30 2.33 0.61
H 0.45 -1.76 1.23
H 1.28 -2.45 -0.28
H -0.26 -2.40 -0.38
H 0.58 -0.56 -2.52
H 2.02 -0.29 -1.95
H 0.78 1.07 -1.92
H -2.44 -1.11 1.18
H -3.45 0.28 1.44


4.
Density functional theory data (ωB97M-V with the def2-TZVPD basis set) for the molecule H3N3.

Properties
Energy above the lowest of the compared OMol25 structures with the same formula, charge and spin (kJ/mol): 465.2
LUMO level (eV): 0.37
Orbital gap (eV): 9.562
2S+1: 1

Atoms and positions in Å:
N -1.36 0.16 -0.06
N 1.18 0.36 -0.04
N -0.06 -0.15 -0.16
H -1.56 1.17 0.24
H 1.99 -0.39 0.02
H -0.19 -1.14 -0.01


5.
Density functional theory data (ωB97M-V with the def2-TZVPD basis set) for a structure of composition C19H22N6O3Pb.

Properties
LUMO level (alpha / beta) (eV): -17.43 / -17.69
Orbital gap (alpha / beta) (eV): 3.487 / 3.222
2S+1: 1
Total charge: +4

Atoms and positions in Å:
N 1.65 4.17 -0.99
C 1.04 5.06 -0.53
C 0.36 6.22 0.03
H -0.72 6.07 0.04
H 0.61 7.12 -0.52
H 0.67 6.37 1.07
N 2.99 -1.93 -0.85
C 3.97 -2.57 -0.85
C 5.19 -3.38 -0.87
H 5.91 -2.96 -1.61
H 4.95 -4.43 -1.16
H 5.67 -3.38 0.14
N -3.12 -3.40 -0.98
C -4.16 -3.11 -0.53
C -5.48 -2.84 0.02
H -5.66 -3.43 0.91
H -6.26 -3.11 -0.68
H -5.59 -1.79 0.30
Pb -0.75 0.52 -0.87
C -0.05 -2.05 0.36
O 0.28 -2.64 1.28
C 1.84 0.86 0.40
O 2.58 0.84 1.27
C 0.24 1.52 -2.93
C -1.16 1.59 -3.04
C -1.94 0.40 -3.03
C -1.30 -0.85 -2.90
C 0.11 -0.92 -2.84
C 0.88 0.25 -2.86
H 0.84 2.44 -2.92
H -1.66 2.57 -3.18
H -3.03 0.46 -3.16
H -1.90 -1.77 -2.87
H 0.62 -1.90 -2.77
H 1.97 0.18 -2.79
C -4.22 2.50 1.66
N -3.16 1.86 2.46
C -3.06 1.77 3.82
C -1.95 1.12 4.34
C -0.99 0.57 3.42
N -1.14 0.65 2.07
C -2.22 1.31 1.65
O -2.44 1.49 0.39
N 0.19 -0.04 3.73
H -3.74 3.25 0.99
H -4.99 2.95 2.29
H -4.64 1.74 0.97
H -3.88 2.23 4.37
H -1.81 1.02 5.42
H 0.46 -0.37 4.65
H 0.64 -0.50 2.96


6.
Density functional theory data (ωB97M-V with the def2-TZVPD basis set) for the molecule C6H2N2.

Properties
Energy above the lowest of the compared OMol25 structures with the same formula, charge and spin (kJ/mol): 331.9
LUMO level (eV): -1.91
Orbital gap (eV): 8.231
SMILES: N#CC#C/C=C/C#N
2S+1: 1

Atoms and positions in Å:
N 4.59 -0.06 0.41
C 3.43 -0.02 -0.02
C 2.05 0.09 -0.30
C 0.80 -0.23 -0.33
C -0.60 -0.30 -0.18
C -1.45 0.64 0.05
C -2.88 0.27 0.03
N -4.03 -0.42 0.25
H -0.87 -1.58 0.04
H -1.03 1.61 0.05


7.
Density functional theory data (ωB97M-V with the def2-TZVPD basis set) for the molecule C13H14N2O4.

Properties
Energy above the lowest of the compared OMol25 structures with the same formula, charge and spin (kJ/mol): 710.1
LUMO level (eV): -1.74
Orbital gap (eV): 7.818
SMILES: O=C(C#Cc1ccc([N+](=O)[O-])o1)NC1CCCCC1
2S+1: 1

Atoms and positions in Å:
O 0.82 1.81 2.35
C 0.33 1.69 1.18
C -1.03 1.80 0.91
C -2.27 1.64 0.89
C -3.64 1.31 0.67
C -4.79 1.62 1.34
C -5.90 0.99 0.71
C -5.39 0.10 -0.20
N -6.11 -0.74 -1.09
O -7.24 -1.09 -0.65
O -5.69 -1.02 -2.29
O -4.03 0.33 -0.28
N 1.15 1.12 0.22
C 2.27 0.28 0.44
C 1.75 -1.12 0.12
C 2.95 -2.11 0.03
C 3.98 -1.75 -1.04
C 4.60 -0.27 -0.79
C 3.37 0.65 -0.64
H -4.91 2.28 2.20
H -6.95 1.10 0.65
H 0.65 0.94 -0.65
H 2.65 0.40 1.44
H 1.16 -1.47 0.94
H 1.23 -1.18 -0.86
H 2.55 -3.16 -0.08
H 3.46 -2.02 1.04
H 4.86 -2.32 -0.88
H 3.54 -2.00 -2.03
H 5.13 -0.09 0.11
H 5.12 0.00 -1.64
H 2.84 0.55 -1.58
H 3.57 1.75 -0.52


8.
Density functional theory data (ωB97M-V with the def2-TZVPD basis set) for a cluster of 2 separate species, C6H12 in total.

Properties
Expectation value of S²: 0.755
Energy above the lowest of the compared OMol25 structures with the same formula, charge and spin (kJ/mol): 187.6
LUMO level (alpha / beta) (eV): 3.59 / 3.54
Orbital gap (alpha / beta) (eV): 2.762 / 5.312
2S+1: 2
Total charge: -1

Atoms and positions in Å:
C -2.05 1.62 1.59
C -2.39 0.55 0.60
C -2.98 -0.60 0.89
H -1.03 1.47 1.94
H -2.80 1.73 2.38
H -2.03 2.56 1.03
H -2.05 0.71 -0.42
H -3.34 -1.27 0.12
H -3.36 -0.77 1.89
C 2.18 -1.04 -2.20
C 1.99 -0.44 -0.85
C 3.12 -0.23 0.01
H 1.21 -1.30 -2.68
H 2.74 -1.98 -2.17
H 2.61 -0.36 -2.96
H 1.12 0.22 -0.72
H 2.83 -0.03 1.03
H 4.09 0.03 -0.42


9.
Density functional theory data (ωB97M-V with the def2-TZVPD basis set) for a structure of composition C31H23CoF3IN2O4.

Properties
Energy above the lowest of the compared OMol25 structures with the same formula, charge and spin (kJ/mol): 185.6
LUMO level (alpha / beta) (eV): -0.97 / -0.90
Orbital gap (alpha / beta) (eV): 7.067 / 7.146
2S+1: 1

Atoms and positions in Å:
Co -0.40 -0.25 1.17
C 2.12 -2.68 3.64
C 2.74 -1.46 3.05
N 4.05 -1.44 2.87
C 4.62 -0.32 2.37
C 3.93 0.83 2.07
C 4.66 2.02 1.51
O 4.14 2.44 0.25
C 2.53 0.81 2.23
C 1.73 1.99 1.90
N 0.48 1.91 1.69
C -0.27 3.03 1.28
C 0.25 4.07 0.51
C -0.58 5.11 0.10
C -1.93 5.11 0.44
C -2.46 4.06 1.19
C -1.63 3.04 1.59
I -2.35 1.43 2.70
C 1.92 -0.36 2.69
O 0.61 -0.46 2.78
H 2.89 -3.42 3.82
H 1.35 -3.09 2.99
H 1.62 -2.44 4.58
H 5.69 -0.37 2.22
H 5.72 1.79 1.44
H 4.56 2.89 2.17
H 4.11 1.67 -0.33
H 2.25 2.94 1.83
H 1.29 4.05 0.22
H -0.17 5.91 -0.49
H -2.57 5.91 0.11
H -3.51 4.05 1.44
C 1.66 -3.67 0.04
C 1.25 -2.23 0.05
O 0.28 -1.95 0.78
C 1.96 -1.24 -0.73
C 3.19 -1.57 -1.34
C 3.84 -0.66 -2.14
C 3.25 0.59 -2.37
C 2.06 0.94 -1.78
C 1.39 0.04 -0.92
O 0.28 0.44 -0.39
H 0.89 -4.26 0.53
H 2.60 -3.78 0.59
H 1.82 -4.02 -0.98
H 3.62 -2.54 -1.16
H 4.79 -0.92 -2.59
H 3.75 1.30 -3.01
H 1.61 1.91 -1.95
F -7.54 -3.57 -3.97
C -7.31 -2.25 -3.87
F -7.14 -1.78 -5.12
F -8.44 -1.69 -3.39
C -6.13 -1.94 -3.00
C -5.41 -2.95 -2.37
C -4.32 -2.63 -1.57
C -3.95 -1.30 -1.39
C -4.68 -0.29 -2.03
C -5.76 -0.61 -2.83
C -2.82 -0.96 -0.57
C -1.93 -0.69 0.20
H -5.70 -3.98 -2.50
H -3.76 -3.41 -1.08
H -4.39 0.74 -1.89
H -6.32 0.17 -3.32


Across the entries above, M takes the values 660.90, 879.31, 117.13, 45.05, 589.62, 102.10, 262.26, 84.16, 730.37 g mol⁻¹, respectively.